Entry from OMol25: 10 unconnected molecules or ions with the total composition C26H66Cl6NO14 at a distorted geometry (ωB97M-V/def2-TZVPD).

Summary:
Total charge ... 0
Energy ... -4899.10019 hartree
2S+1 ... 2
M ... 829.52 u
F_max ... 4.0 eV/Å

Last column: Mulliken charge in e.
Cartesian coordinates (Å):
C 7.458 27.952 21.334  -1.37
C 7.628 29.092 22.331  -0.36
C 6.468 29.862 22.867  -0.58
C 5.401 29.088 23.723  -0.43
N 4.280 29.876 24.387  1.00
C 2.937 29.088 24.306  0.49
C 2.254 29.464 22.908  -0.71
C 3.100 30.500 22.269  -0.37
C 3.814 31.077 23.493  -0.41
C 4.787 30.322 25.765  -0.70
H 6.834 28.148 20.463  0.38
H 7.059 27.008 21.704  0.24
H 8.455 27.756 20.939  0.43
H 8.271 29.889 21.959  0.45
H 8.226 28.734 23.169  0.09
H 5.951 30.343 22.037  -0.18
H 6.782 30.737 23.436  0.48
H 5.930 28.442 24.424  0.28
H 4.943 28.415 22.998  0.44
H 2.255 29.335 25.119  -0.76
H 3.204 28.032 24.344  0.38
H 1.223 29.758 23.102  0.14
H 2.293 28.563 22.297  0.38
H 2.432 31.254 21.853  0.39
H 3.641 29.993 21.470  0.30
H 3.099 31.664 24.069  -0.02
H 4.659 31.747 23.339  0.43
H 4.988 29.338 26.189  0.28
H 4.139 30.932 26.394  -0.23
H 5.668 30.877 25.444  0.33
C 3.011 35.464 23.629  0.16
Cl 1.965 34.221 23.184  -0.19
Cl 4.035 34.797 24.908  -0.30
Cl 4.050 35.874 22.193  -0.31
Cl 1.998 36.891 24.068  -0.31
C 12.503 27.337 23.382  -0.39
C 11.925 28.763 23.563  -0.33
O 11.709 29.307 22.278  -0.49
O 13.744 27.352 22.714  -0.52
H 11.816 26.657 22.878  0.33
H 12.711 26.868 24.344  0.28
H 12.524 29.359 24.251  0.32
H 11.026 28.549 24.140  0.15
H 12.576 29.625 22.016  0.32
H 13.635 26.580 22.155  0.34
C 0.662 34.341 27.144  -0.58
C 1.718 33.200 27.083  -0.42
O 1.681 32.325 25.979  -0.09
O -0.502 33.558 27.121  -0.49
H 0.729 34.972 26.258  0.06
H 0.708 34.841 28.112  0.43
H 1.718 32.598 27.992  0.19
H 2.775 33.459 27.030  0.43
H 0.772 32.379 25.674  0.18
H -0.805 33.645 28.028  0.33
C -3.545 28.303 21.699  -0.51
C -2.080 28.947 21.649  -0.07
O -1.283 28.473 20.585  -0.51
O -4.156 28.563 20.452  -0.54
H -4.091 28.714 22.548  0.33
H -3.525 27.220 21.828  0.27
H -1.499 28.781 22.556  0.15
H -2.212 30.024 21.542  0.23
H -1.963 28.472 19.907  0.32
H -4.772 29.291 20.564  0.32
C -0.025 29.730 27.288  0.05
C 1.277 29.144 27.824  0.23
O 1.367 27.932 27.144  -0.51
O -1.235 29.259 27.932  -0.59
H -0.152 29.616 26.212  0.09
H -0.170 30.797 27.452  -0.19
H 1.026 29.115 28.885  0.48
H 2.196 29.721 27.720  -0.13
H 2.240 27.538 27.195  0.50
H -1.877 29.966 28.026  0.33
C 4.670 24.667 27.900  -0.80
C 4.792 25.934 26.964  -0.05
O 4.001 26.975 27.531  -0.56
O 5.029 24.864 29.280  -0.52
H 5.149 23.774 27.499  0.47
H 3.630 24.340 27.907  0.40
H 4.475 25.664 25.957  0.14
H 5.827 26.240 26.813  0.09
H 3.931 26.637 28.427  0.31
H 4.731 24.108 29.791  0.30
C 6.105 29.243 29.536  -0.21
C 5.497 30.625 29.484  -0.02
O 6.348 31.510 28.808  -0.51
O 7.155 29.029 30.522  -0.55
H 6.345 28.833 28.556  0.16
H 5.256 28.680 29.925  0.24
H 5.071 30.849 30.462  0.30
H 4.579 30.712 28.903  -0.04
H 7.246 31.490 29.149  0.32
H 6.915 28.161 30.854  0.35
C 7.941 25.131 24.608  -0.48
C 9.052 26.111 25.052  0.18
O 10.286 25.506 25.345  -0.55
O 6.736 25.789 24.339  -0.32
H 7.860 24.401 25.414  0.32
H 8.251 24.405 23.857  0.33
H 8.825 26.752 25.904  0.33
H 9.135 26.754 24.176  -0.31
H 10.292 25.184 26.249  0.33
H 6.058 25.169 24.062  0.21
Cl 3.203 33.657 16.305  -0.20
C 4.106 32.314 17.155  -0.44
C 4.324 32.812 18.602  -0.49
Cl 5.361 31.680 19.470  -0.19
H 5.050 32.123 16.644  0.33
H 3.488 31.420 17.071  0.32
H 3.408 32.887 19.188  0.32
H 4.780 33.785 18.415  0.36

Atomic forces in eV per Å
C 0.07 -0.03 -0.55
C 0.80 -0.08 0.71
C -2.32 1.04 0.82
C 0.57 -0.28 -1.59
N -1.89 1.15 -1.23
C 0.27 -0.14 -0.63
C 0.06 -2.21 1.75
C -0.06 0.71 0.46
C 1.35 0.45 -0.14
C 0.01 -0.94 -1.62
H -0.07 0.59 -0.01
H 0.11 0.11 0.61
H 0.00 -0.23 -0.05
H 0.13 -0.24 -0.64
H 0.01 -0.33 0.22
H -0.22 -0.19 -0.22
H 0.54 -0.11 0.24
H -0.33 0.18 0.46
H -0.35 -0.11 0.19
H 0.53 0.18 0.20
H -0.16 0.04 0.22
H 0.10 -0.03 -0.10
H -0.58 -0.03 0.05
H 0.45 0.25 -0.21
H 0.70 0.71 0.16
H -0.08 -0.23 0.30
H 0.06 -0.14 -0.20
H 0.40 0.44 0.69
H -0.38 -0.08 -0.63
H 0.22 -0.04 0.86
C 0.75 1.04 -0.61
Cl -2.54 -2.77 -1.24
Cl 1.89 -0.88 2.46
Cl 1.14 0.42 -1.59
Cl -1.23 1.88 0.90
C 0.22 0.51 1.47
C 0.22 -2.39 0.09
O -0.27 0.55 0.70
O -0.03 -0.19 -0.89
H -0.40 0.37 -0.19
H -0.45 0.16 0.49
H 0.40 0.24 -0.39
H -0.68 0.55 -0.48
H 0.04 0.04 -0.38
H 0.87 0.13 -0.40
C 2.00 -2.08 -0.57
C 2.75 0.60 0.71
O -1.22 -0.07 -0.53
O -2.02 0.26 0.33
H -0.04 0.29 0.23
H 0.48 0.50 -0.36
H -0.83 -0.07 0.46
H -0.01 1.22 0.28
H -0.32 -0.38 -0.39
H -0.67 -0.49 -0.19
C 2.00 0.39 0.12
C -0.82 -0.39 0.95
O -0.87 -0.16 0.06
O -0.36 0.06 -0.13
H -0.06 0.19 -0.04
H 0.29 -0.03 -0.03
H -0.30 -0.14 0.24
H -0.16 0.25 0.05
H 0.30 -0.23 -1.03
H 0.02 0.07 -0.17
C -1.52 2.48 -0.15
C -1.77 0.39 -0.05
O 0.05 -1.09 -0.15
O 0.61 -1.49 0.26
H 0.37 -0.47 -0.13
H 1.26 0.39 -0.11
H 0.50 -0.78 0.51
H -0.25 0.56 -0.34
H 0.34 -0.01 0.26
H 0.35 0.12 -0.16
C -0.68 -0.52 -0.49
C 0.52 -1.40 1.06
O 0.36 -0.44 -0.28
O 0.43 1.00 -0.86
H 0.73 0.29 -0.27
H -0.45 0.41 -0.24
H -0.54 -0.05 0.13
H 0.16 0.17 0.42
H -0.34 0.65 0.68
H -0.11 -0.04 -0.08
C -1.50 -0.86 1.00
C 0.49 -0.28 -0.62
O 0.11 1.02 0.13
O -0.64 0.58 -1.04
H 0.38 0.23 -0.07
H -0.24 -0.57 -0.28
H 0.94 0.77 0.63
H -0.06 -0.90 -0.46
H 0.01 -0.08 0.33
H 0.46 0.00 0.32
C 0.89 -1.50 1.72
C -0.59 0.31 -0.89
O 0.22 -0.43 -0.66
O -0.13 0.70 -0.11
H -0.61 0.05 0.83
H 0.38 0.79 -0.96
H -0.88 -0.04 -0.06
H 0.70 0.32 0.08
H -0.13 0.01 0.04
H 0.15 -0.16 -0.07
Cl 0.44 -0.66 0.16
C -0.72 0.23 0.41
C -0.43 -0.01 -1.52
Cl 0.49 -0.16 0.19
H -0.08 0.30 0.06
H 0.01 0.12 0.15
H 0.06 0.22 -0.33
H 0.24 -0.04 0.97